[1]
175
Properties=species:S:1:pos:R:3:forces:R:3 method="wB97M-V/def2-TZVPD" energy_ev=-81116.492 spin_multiplicity=1 homo_energy_ev=-7.9 max_force_ev_per_a=8.963
H -3.2359 -0.0683 4.8659 -2.21 0.55 0.17
C 3.0798 -6.8146 2.7558 -0.37 -0.06 -0.19
C -7.5197 3.3379 -4.0950 0.26 0.07 0.07
C -0.1539 2.4176 0.5023 -1.46 -3.07 0.94
H 6.9369 -7.3084 4.1315 -0.26 0.12 0.16
C -4.9124 4.8826 1.2246 -3.27 -1.66 1.90
C 1.6530 -8.3073 -3.4825 0.28 -0.29 0.03
H 3.0452 -7.3595 5.5657 0.05 -0.10 -0.03
H 1.8444 -5.4200 -1.4591 -0.01 -0.03 -0.06
H 0.0213 6.1266 -1.5246 -2.10 0.07 0.93
H -5.9885 3.3397 4.6909 -0.07 0.89 -2.58
H -8.7616 4.4067 -6.3653 0.06 0.08 0.03
H 0.5725 -4.0385 2.6993 -0.31 2.02 -2.11
H 1.3920 5.3931 6.3839 -0.24 1.42 -2.10
H 0.6683 0.6438 -3.2202 0.02 -0.05 -0.02
H 4.3481 0.4263 -0.2381 -1.50 1.97 1.13
C 3.3319 -7.7774 -1.7216 -0.10 -0.18 -0.26
H 3.5579 -2.4389 -4.0759 -0.32 0.11 -0.03
C -1.4213 4.7817 -0.1805 1.41 1.34 -1.64
H 1.5617 -1.7123 -3.0312 0.11 0.02 -0.27
C -6.6520 2.3844 -3.2777 0.09 0.03 -0.04
H 0.0539 -1.7871 -6.2818 0.13 0.08 0.28
C -0.2386 6.2558 4.9690 0.95 0.66 -0.29
H -2.5432 2.5942 1.2914 2.35 -1.35 -0.55
H 4.2418 -7.1844 -1.5730 -0.18 0.16 -0.20
H -1.9290 4.1494 -1.0242 0.59 0.88 1.89
C 1.5272 -2.6924 -7.5102 0.09 -0.01 0.02
H 2.4634 -5.9408 -4.4254 -0.04 -0.21 0.12
H -8.5629 3.3245 3.4333 2.59 0.91 -1.31
H -4.3172 3.9726 -6.3937 -0.15 0.02 0.03
N -6.9408 4.6746 -4.2592 -0.13 0.36 0.13
H 2.8465 -3.1787 1.6886 -1.92 1.17 -1.18
C -3.3458 -0.3009 2.0129 -0.15 -0.26 -0.73
C -8.4214 5.4329 -6.2037 -0.13 0.12 -0.27
H -3.7287 4.3375 3.2742 -2.26 -0.04 -1.10
H 4.7350 0.5249 2.2326 -2.13 1.07 -0.73
H 1.0875 0.6583 -4.9309 0.05 -0.04 0.04
C 4.0184 -0.9312 -5.5304 0.37 0.16 -0.05
H -0.1771 -7.3462 -2.7941 0.04 -0.02 0.15
H 5.6135 3.1524 1.9366 -1.76 0.67 1.41
C -1.6257 1.8750 1.0825 2.47 -2.87 -0.40
H -0.6919 6.9912 5.7645 0.71 -1.51 -1.54
C 2.7063 -6.0718 -3.3635 0.29 -0.06 -0.02
H 2.5094 2.8435 2.7124 2.15 -0.60 0.14
C 1.8666 -1.4388 0.1731 2.01 -0.14 -3.04
H -4.8460 1.4472 1.9509 1.22 -1.32 2.05
H -8.8074 4.2270 0.7743 2.63 0.10 1.24
H 3.7082 -5.6363 -3.2535 -0.02 -0.19 0.08
C -0.0320 4.0445 0.2815 0.11 0.21 0.35
H 2.4705 -6.4747 1.9091 0.07 -0.04 0.08
H -7.1891 1.4445 -3.1121 0.06 0.14 -0.05
H -3.1876 -1.2726 2.6883 -0.14 2.26 -1.49
O -2.3173 5.1684 0.9281 -0.96 -1.21 -2.25
H -2.2020 5.1111 5.2167 1.99 -0.73 -0.52
H -3.7526 6.6888 0.4546 0.14 -2.26 -0.13
H 3.5570 -7.7505 2.4511 -0.01 0.10 0.06
H 1.3761 -0.7089 -6.7035 -0.03 0.14 -0.13
H 4.4750 -8.4002 5.4044 -0.04 0.10 0.00
C -4.3765 0.1685 5.0073 -5.25 0.56 4.55
C -0.7050 -0.7906 1.1060 0.20 2.87 -0.47
H 3.7871 6.8382 3.8942 -0.29 -2.24 0.10
H -1.2824 4.7480 3.6123 0.32 0.22 2.45
H 1.9740 -9.3539 -3.5533 0.09 0.13 0.11
H 0.9545 -2.4544 -8.4128 0.07 0.01 0.13
C 3.5742 2.3822 2.8632 0.30 -1.17 0.75
C 0.7448 -0.2372 0.4822 -1.33 1.29 0.38
H 4.8583 5.6161 1.8714 -1.23 -1.18 1.47
H -8.7533 5.6939 -4.1106 0.14 -0.17 0.02
H 4.0645 -0.1687 -4.7523 -0.06 0.05 -0.11
H 0.6186 -8.3314 -1.5494 0.02 0.04 -0.10
H 5.5594 -8.1527 3.4403 0.01 -0.17 -0.03
H -5.2563 5.7788 -4.8630 -0.32 -0.06 0.06
C -7.8923 5.6559 -4.7910 -0.06 -0.06 0.32
H 1.9473 7.0091 5.5457 -1.70 -1.84 -0.38
H 2.8627 0.3161 2.2090 1.47 1.38 -0.87
C 3.7148 -9.2376 -1.4947 -0.07 -0.04 -0.05
N 1.7609 -2.0513 -5.0965 -0.18 -0.02 0.27
H -1.6120 2.0396 6.1313 0.36 2.13 0.66
C 1.7389 -5.2368 -2.5316 -0.17 0.29 0.02
C -7.7446 4.2552 1.3021 3.86 0.14 1.99
H -4.9022 4.2495 -4.1387 -0.18 -0.05 0.00
H -9.2788 6.0904 -6.3822 0.07 -0.06 0.03
H 0.7024 -5.4166 -2.8189 0.02 0.00 0.10
H 4.1416 -7.5680 6.9206 0.01 0.01 -0.10
H -3.4956 1.6266 3.2852 -1.54 -1.55 -0.98
O -1.9970 -3.1170 1.2291 6.77 4.35 1.28
H -0.3574 2.8818 7.2580 -1.82 0.43 -1.64
H 2.8419 -9.8964 -1.5060 0.09 0.03 -0.02
H 4.4854 -5.3072 2.1933 0.12 -0.13 0.08
H 4.4239 -9.5822 -2.2545 -0.14 0.06 0.04
C -5.5963 4.7353 -4.8355 0.09 -0.17 0.32
C 6.6495 -6.9142 2.0672 -0.07 0.05 -0.03
C 3.7167 1.0573 1.9086 1.17 -0.09 0.55
H 7.3577 -7.7036 1.7939 -0.12 0.08 0.06
C 1.1436 -1.7322 -6.3872 0.23 -0.22 0.10
H 2.2706 4.0457 4.6886 -0.32 2.37 -1.12
H 2.3522 0.4995 -3.6945 0.00 0.02 -0.09
C 1.3381 0.2061 -3.9677 -0.01 0.27 0.15
H -0.7173 6.9557 0.0019 -0.51 -1.51 -1.90
C 4.0891 -5.7325 3.1235 0.33 0.06 -0.23
C 0.3980 -8.2556 -2.6181 -0.39 -0.11 0.03
H 3.5977 1.9830 3.9881 -0.26 0.74 -2.43
H 3.1795 4.7592 1.8428 2.03 0.56 1.42
H -1.8321 6.7194 -1.5090 1.70 -1.12 1.03
H 4.1934 -9.3472 -0.5158 -0.08 0.05 -0.10
H 2.5461 1.5448 -1.5541 -0.23 0.81 2.43
H 2.5747 3.0865 -0.4703 -0.71 -2.32 0.43
C 3.8519 1.3622 0.3051 0.88 0.31 0.50
O 2.6685 -1.4589 -0.8946 -4.71 0.25 6.62
C -4.7813 4.3185 2.7616 -3.39 0.02 -1.79
H 5.8689 -6.8977 1.3014 0.07 0.03 0.04
H 1.9351 -4.1726 -2.6993 -0.02 -0.08 -0.01
C -6.4128 4.8393 0.4918 0.13 -1.31 3.52
H -3.7989 5.2349 -0.7455 0.46 0.30 2.16
H 4.4167 5.2100 4.7660 -1.62 1.38 -1.56
H 4.6637 2.2314 0.2002 -1.78 -1.85 0.19
C 1.1738 -1.3099 -3.9754 -0.18 -0.34 -0.01
H 4.4117 -5.3455 5.7489 0.01 -0.04 -0.25
H -5.8670 3.1397 -6.3148 0.00 0.11 0.04
O -5.0016 0.2807 6.1849 4.43 -0.84 -7.75
H 2.5874 -2.6180 -7.7684 -0.09 -0.05 0.02
H 2.3924 -7.0220 3.5763 0.07 -0.13 -0.04
C -4.2305 0.8475 2.7777 0.79 1.10 -1.75
C -7.5852 3.7124 2.8693 3.22 1.45 -2.36
C -6.0801 3.7324 3.5832 -1.02 1.47 -3.85
C -1.9209 0.2641 1.4157 3.55 0.67 -1.39
C 4.8167 3.4548 2.7459 -0.73 0.46 0.72
C -0.8653 -2.4295 1.3991 -2.88 -2.06 -0.78
H 0.7826 4.3254 -0.5432 -1.90 -0.95 1.77
C 1.8639 -2.6697 1.3061 -4.20 -0.87 1.30
H 7.1858 -5.9600 2.0418 -0.13 -0.09 0.02
C -1.1341 4.8949 4.7874 -0.09 0.70 -1.72
H -6.5499 5.2362 -0.6244 0.39 -0.99 2.71
O -5.1981 0.3264 3.7624 4.29 0.12 2.43
H -7.6724 5.6780 -6.9573 -0.05 -0.10 -0.01
H 5.8652 -6.2752 5.9452 0.00 -0.02 -0.23
C 4.1474 4.9396 2.5182 0.05 0.07 -0.73
H -5.7177 2.1393 -3.7907 -0.06 0.02 0.07
H 5.3883 3.4816 3.7827 -1.09 -0.13 -2.16
C -5.3897 4.1188 -6.2147 0.27 -0.06 -0.30
C -0.9648 6.2204 -0.9011 0.24 0.33 1.23
C 1.0855 1.3400 0.1847 -3.76 -0.59 1.26
O -0.5019 3.6594 5.2749 -2.22 1.48 1.10
C 4.9143 -6.2550 5.3967 0.31 0.11 -0.05
H 1.3050 -3.7289 -7.2363 0.07 0.13 0.03
C 4.0974 -7.4672 5.8311 -0.19 -0.14 0.22
C 3.2215 -2.1508 -5.0804 -0.09 -0.34 -0.20
C 0.5533 -3.1701 1.8865 3.21 2.28 -1.92
H 0.0990 -1.5327 -3.9497 0.09 -0.05 -0.19
H -3.9820 -0.6650 1.0767 1.41 0.64 2.01
N 5.2205 -6.1184 3.9689 -0.03 0.21 0.31
C 2.4933 1.9177 -0.4213 0.17 -1.10 -0.91
H 3.5526 -4.8957 3.5893 0.21 -0.14 0.22
C 3.6842 5.6737 3.9478 0.02 -1.53 -0.82
H -6.4126 2.8103 -2.2979 0.00 0.00 -0.12
H 5.0523 -1.2282 -5.7458 -0.14 0.03 0.03
N 2.8017 -7.5037 -3.0606 0.12 0.21 -0.21
C -3.6550 5.5156 0.3831 -1.19 0.89 0.45
H 1.5273 5.0013 3.2443 1.40 0.65 2.07
H 1.3806 -8.0441 -4.5129 0.22 0.20 0.17
C 6.0811 -7.1890 3.4570 -0.10 0.23 -0.15
H 3.6187 -0.4794 -6.4428 -0.02 -0.04 0.09
C 2.1599 5.1483 4.2450 -0.09 -1.02 0.72
C -1.1994 3.0928 6.4398 1.33 -0.89 1.01
H -7.4503 6.6585 -4.7333 0.15 -0.20 0.02
C 1.3322 6.0092 5.3679 0.56 -0.62 0.29
H -5.7562 4.7707 -7.0081 -0.06 -0.13 0.00
H 0.3371 4.6059 1.2684 -0.79 -1.45 -1.91
H -8.4757 3.4286 -3.5662 0.06 0.27 -0.16
H 2.6282 -7.4718 -0.9389 -0.04 0.03 0.20
H -7.7404 2.8724 -5.0624 -0.07 -0.13 -0.08
H -0.2292 6.8103 3.9125 -0.17 -1.08 2.31
H 3.5144 -2.9995 -5.7106 -0.16 0.09 -0.03
H -1.9819 3.8011 6.9452 1.31 -1.39 -1.28
H -0.2562 -9.0992 -2.8712 0.09 0.11 0.03

***

[2]
56
Properties=species:S:1:pos:R:3:forces:R:3 method="wB97M-V/def2-TZVPD" relative_energy_kj_mol=41.0 energy_ev=-114543.727 spin_multiplicity=1 homo_energy_ev=-11.6 max_force_ev_per_a=1.314 charge=+1
C -1.9506 -2.4609 -1.8742 0.81 -0.64 -0.34
C -3.8793 3.1045 -1.2303 -0.06 0.13 0.02
C -5.5472 1.5041 -0.5574 0.02 0.04 -0.01
C -4.6732 0.4670 -0.8191 0.20 -0.17 -0.04
C 5.5980 1.0590 2.5607 0.00 0.00 0.00
H 0.2091 2.2699 2.5119 -0.01 0.05 0.06
H -2.1558 -3.5587 1.3608 0.01 -0.01 0.02
H -3.5820 -3.8456 -1.8057 0.01 -0.04 -0.01
N -2.8492 -1.4413 -1.5882 -0.73 0.68 0.09
H -4.9587 -0.5641 -0.6670 -0.05 0.01 0.01
H 6.6547 1.0078 2.7863 0.00 0.01 0.01
H 2.8184 2.7970 3.4052 0.05 0.02 0.03
C -0.2212 -2.7050 1.0291 0.01 -0.04 0.20
N 5.7384 2.5630 -1.4842 -0.05 0.00 -0.02
S 0.6518 2.3995 -0.4818 0.37 0.29 0.12
C 4.6439 2.7473 -1.1866 0.25 -0.05 -0.05
S 2.5266 0.7060 -2.1310 -0.36 -0.38 -0.22
Y -0.0403 -0.0740 -1.6394 0.93 0.73 0.57
N -2.4378 -0.2533 -1.5717 0.26 -0.79 -0.39
C -5.1541 2.8224 -0.7613 0.03 0.02 -0.01
C 3.2944 2.9554 -0.7808 -0.41 -0.23 -0.04
H 1.6176 -1.6120 0.9140 -0.03 0.00 -0.13
H 0.2814 -5.4751 -2.6990 -0.02 -0.01 -0.01
H 5.6844 -0.5079 1.0939 0.02 0.02 0.00
C -0.0541 -0.3053 1.3350 0.49 0.36 -0.18
C 5.0561 0.2056 1.6099 -0.03 -0.05 -0.04
H -3.5741 4.1285 -1.3972 0.00 0.00 0.00
C -1.7104 -4.8212 -2.2556 0.07 -0.10 -0.01
C 0.5418 -1.5414 1.0328 -0.01 0.04 0.16
C -3.3902 0.7481 -1.2933 -0.50 0.54 0.24
C 2.8961 1.2056 1.9591 -0.63 -0.04 -0.18
C 3.4421 2.0603 2.9138 -0.09 0.02 -0.04
C -1.4266 -0.2648 1.6075 -0.04 0.06 0.05
H 1.2735 -3.2496 -2.5382 0.00 -0.02 0.01
C 3.0057 4.0258 0.1173 -0.02 0.21 0.17
C -2.9978 2.0719 -1.4945 0.06 -0.35 -0.01
H -2.0081 2.2957 -1.8825 -0.01 0.04 0.00
H -6.5428 1.2905 -0.1929 0.01 -0.02 0.00
H 0.2478 -3.6567 0.8191 0.00 0.00 -0.04
H -2.1391 -5.8111 -2.3326 0.00 0.00 0.00
C 4.7935 1.9827 3.2117 0.07 0.03 0.05
C 3.7059 0.2753 1.3085 0.05 0.02 0.00
N 2.7177 4.8385 0.8786 0.04 -0.03 -0.05
H 3.3048 -0.3707 0.5384 0.03 -0.01 -0.01
H 5.2227 2.6494 3.9474 -0.02 0.01 0.00
H -5.8448 3.6287 -0.5558 0.01 0.01 0.00
C -0.5627 -2.2338 -2.0684 -0.49 -0.58 -0.28
Ge 0.9956 1.3704 1.5700 0.15 -0.36 0.22
C -2.1766 -1.4311 1.6211 0.01 0.01 0.04
C -2.5159 -3.7367 -1.9625 -0.17 0.38 0.11
C 2.3071 2.0907 -1.1385 -0.17 0.29 0.05
H -1.8916 0.6789 1.8728 -0.06 -0.02 -0.05
H -3.2283 -1.3978 1.8743 0.00 0.04 -0.02
C -0.3517 -4.6292 -2.4621 0.05 0.00 0.00
C -1.5705 -2.6490 1.3417 0.02 -0.07 -0.07
C 0.2059 -3.3530 -2.3693 -0.06 -0.06 0.01

***

[3]
59
Properties=species:S:1:pos:R:3:forces:R:3 method="wB97M-V/def2-TZVPD" energy_ev=-96836.717 spin_multiplicity=1 homo_energy_ev=-7.9 max_force_ev_per_a=0.353
H 1.4371 2.6834 -1.8972 0.02 0.01 0.00
Si 5.0362 0.1653 -2.0139 -0.24 0.00 0.04
C 5.1597 1.0899 -3.6423 0.10 -0.02 -0.03
H -0.0228 2.4741 1.9832 -0.02 0.02 -0.03
H 7.1452 1.0743 -1.0597 0.01 0.01 0.02
H -3.1597 2.2253 -3.2763 0.00 0.01 -0.01
H 5.7545 2.0603 -0.5851 -0.01 0.02 -0.01
C 2.1188 2.1657 -5.9653 -0.03 0.00 0.01
H 0.6100 3.5850 -3.2012 0.01 0.01 -0.01
C 6.1002 1.0372 -0.7409 0.08 -0.01 -0.04
H -2.5899 3.7003 -2.4805 -0.02 0.01 -0.02
H 6.0540 0.5209 0.2192 -0.01 -0.02 0.01
C -0.6038 1.6711 -5.8468 -0.02 -0.01 0.00
N 0.2788 1.5443 1.7248 -0.01 -0.05 0.13
H 6.7055 -1.5784 -2.6102 0.00 -0.03 0.00
H -1.8989 3.2204 -4.0461 -0.01 0.01 0.02
C -2.2981 -1.6747 0.8998 -0.08 0.00 0.04
C -0.2664 0.5360 2.6322 0.10 -0.10 0.11
H -2.6495 -2.0888 1.8533 0.04 -0.03 0.00
H -2.2709 1.2496 2.4550 0.01 0.00 0.00
H -0.7085 2.6219 -7.7646 0.00 0.00 0.00
H -0.2454 -2.3144 1.0674 -0.01 0.01 0.01
H 4.7649 2.1035 -3.5510 -0.02 0.02 0.02
C -2.2871 2.8532 -3.0959 0.02 0.02 0.01
H -2.1585 -0.3657 3.1316 0.04 0.00 0.02
H -1.6681 1.4654 -5.8108 0.01 0.00 0.00
H 4.6002 0.5786 -4.4288 0.00 -0.01 0.01
H 0.2211 -2.3959 -1.1824 -0.03 0.00 0.00
H 5.0639 -2.1067 -3.0056 -0.02 0.00 -0.02
C -1.7499 0.2934 2.3553 -0.10 -0.01 0.04
C 3.3112 0.1220 -1.4404 0.15 0.02 -0.02
As -0.9219 1.8401 -2.1248 -0.02 0.21 -0.28
H -1.3327 -3.5562 0.4922 -0.05 0.03 0.01
C 1.2979 2.5715 -7.0103 0.05 0.01 -0.02
H 1.7196 3.0745 -7.8711 0.00 0.00 0.00
C 0.5096 3.1690 -2.1999 -0.08 -0.06 0.04
H -2.7317 0.3001 0.5560 0.03 0.02 -0.04
C -1.1013 -2.4874 0.4069 0.09 -0.10 0.07
H 3.1850 2.3475 -6.0076 0.03 0.01 0.00
C 5.6685 -1.5814 -2.2646 0.09 0.03 -0.02
H 2.2160 1.2022 -4.0427 -0.04 0.03 -0.04
H 5.6207 -2.1484 -1.3337 0.00 0.00 0.02
Na 0.0505 0.0409 -0.1233 -0.16 0.20 -0.16
C -0.3477 0.6114 -3.5727 -0.06 -0.08 0.07
N -0.7139 -2.0809 -0.9449 -0.02 -0.09 0.09
H -1.2268 0.0024 -3.7996 0.02 0.02 -0.03
H 0.2916 -0.3934 2.4755 -0.02 0.00 0.00
H -1.3516 -2.4531 -1.6358 -0.02 0.03 -0.03
C 0.2078 1.2707 -4.7885 0.07 0.02 0.01
H 0.4055 -0.0256 -3.1064 -0.01 -0.02 0.01
C 2.1760 0.0879 -0.9649 0.21 -0.08 -0.07
C -0.0637 2.3187 -6.9490 -0.02 0.01 -0.02
N -2.0253 -0.2438 1.0227 0.01 -0.07 0.12
H -3.1134 -1.8097 0.1837 0.00 0.00 0.00
C 1.5787 1.5219 -4.8634 0.03 -0.01 0.02
H -0.1380 0.7832 3.6935 -0.06 0.01 -0.01
H 6.2027 1.1620 -3.9629 -0.02 0.01 -0.03
H 1.2932 1.5352 1.7062 -0.03 0.01 0.01
H 0.2677 3.9625 -1.4918 0.03 0.01 -0.02

***

[4]
56
Properties=species:S:1:pos:R:3:forces:R:3 method="wB97M-V/def2-TZVPD" relative_energy_kj_mol=3.0 energy_ev=-43586.075 spin_multiplicity=1 homo_energy_ev=-7.8 max_force_ev_per_a=1.034
H -0.6826 -3.6230 -1.7510 -0.03 -0.09 0.04
H 2.4707 1.4046 -1.5556 0.04 -0.10 0.06
H -0.4485 5.5072 1.5851 -0.07 0.06 0.01
C 2.6140 0.8075 -0.6522 0.55 0.21 0.00
N -0.7680 -0.2592 -0.0905 -0.64 0.67 -0.47
H 0.4032 2.4984 -1.4102 -0.05 -0.01 -0.09
C -3.8726 2.1093 -1.6243 -0.45 0.20 0.07
C -2.7004 0.0987 -2.4851 0.13 -0.45 -0.24
H 3.3229 -0.0002 -0.8621 -0.10 0.09 -0.12
C 1.1671 2.5473 1.7596 0.04 0.00 0.01
H -0.0742 1.3000 -2.6299 0.10 0.11 0.02
H 2.9921 4.1764 -0.5642 0.09 0.03 -0.07
H -2.6465 -2.7921 -0.5881 -0.02 0.07 -0.04
N 1.3567 0.2125 -0.2982 -0.63 -0.55 0.14
H 2.4147 -4.0197 1.7233 -0.06 0.00 0.00
N -0.0853 -1.1279 0.6768 0.63 -0.32 0.58
C -0.2578 1.6511 -1.6060 -0.15 -0.05 -0.04
C -3.5259 3.2968 -1.0395 -0.20 -0.01 -0.01
H 1.3292 5.9224 -0.0772 0.00 0.08 -0.03
H -3.7165 -0.2636 -2.6297 0.02 0.04 -0.01
H 0.9552 -3.1927 2.3473 0.01 -0.12 -0.03
C 0.0789 0.5488 -0.6621 0.23 -0.02 0.04
S 2.4970 -1.7078 1.2783 0.32 -0.14 0.24
C 1.2805 4.9750 0.4398 -0.04 0.10 -0.06
H -4.8401 1.7200 -1.8755 -0.13 -0.12 -0.06
C -1.2157 -3.9506 1.4260 -0.11 0.09 0.54
H -3.2670 -4.3410 -1.2028 -0.04 0.03 -0.05
H 1.1240 1.6025 2.2831 -0.01 -0.12 0.05
H -0.8742 -4.6142 2.2251 -0.06 0.08 0.00
C -2.5843 -4.3608 0.8839 0.05 0.07 -0.01
H -2.1605 -0.5888 -1.8314 -0.14 0.02 -0.10
C 0.2256 3.5245 2.0279 -0.07 0.02 0.04
H -4.1955 4.0712 -0.7213 -0.17 0.10 0.04
C 0.2824 4.7416 1.3708 -0.01 0.08 0.05
H 3.3306 1.0496 1.3609 0.08 0.04 0.00
C -1.0984 -4.2419 -0.9542 0.01 0.01 -0.44
C 1.6332 -3.2917 1.5052 0.01 0.47 -0.16
C -2.5230 -3.8747 -0.5610 0.10 -0.15 0.06
C -2.1237 3.3052 -0.9374 0.21 -0.07 -0.06
N -2.7447 1.4003 -1.8832 0.08 0.06 0.05
H 4.1061 2.1111 0.1717 0.05 -0.04 0.05
C 1.1811 -0.8433 0.5471 0.05 0.05 0.07
H -1.5131 4.0850 -0.5265 0.16 0.09 0.05
H -3.3965 -3.9103 1.4495 -0.02 -0.04 0.07
C 2.1721 2.7712 0.8268 0.15 -0.01 0.08
C 3.1542 1.6844 0.4901 -0.20 -0.02 -0.22
O 1.5496 -3.5994 -0.8637 0.22 0.00 -0.18
H -1.2440 -2.9153 1.7830 0.02 -0.14 0.04
H -0.5547 3.3345 2.7492 -0.08 -0.02 0.06
H -2.2002 0.1349 -3.4574 -0.07 -0.01 0.01
C 0.9424 -3.6463 0.1918 0.02 -0.29 0.14
N -0.3384 -4.0316 0.2689 -0.17 -0.27 -0.10
H -2.6949 -5.4460 0.9108 -0.04 -0.03 0.01
H -1.0247 -5.2928 -1.2571 -0.03 0.08 -0.09
C -1.6681 2.1214 -1.4630 0.38 0.29 0.05
C 2.2155 3.9926 0.1658 0.04 -0.05 0.01

***

[5]
9
Properties=species:S:1:pos:R:3:forces:R:3 method="wB97M-V/def2-TZVPD" relative_energy_kj_mol=162.5 energy_ev=-24760.811 spin_multiplicity=1 homo_energy_ev="-8.5 / -8.2" max_force_ev_per_a=0.553
H -2.2237 0.0338 1.0205 0.07 0.06 0.13
P 2.3161 0.7088 0.1491 0.00 0.18 -0.25
S 0.2341 -1.4868 0.1598 0.36 -0.41 0.04
H 1.6038 0.7672 1.3583 -0.12 -0.03 0.21
H -2.2181 -0.2401 -0.8080 0.03 0.04 -0.21
O -1.1224 1.3061 -0.0996 0.00 0.45 -0.08
N 1.4802 -0.5655 -0.4461 -0.26 -0.40 -0.01
H 1.7717 -0.8770 -1.3717 0.04 0.18 0.09
C -1.8417 0.3534 0.0377 -0.12 -0.09 0.09